An isolated molecule of C2H4IN at a distorted geometry. Source: OMol25; level of theory: wB97M-V/def2-TZVPD.

```
8
Properties=species:S:1:pos:R:3:forces:R:3:mulliken_charge:R:1
C -0.386 -0.720 -0.022 -0.5 0.5 1.2 -0.278
C -0.404 0.759 0.013 -0.5 -1.7 -2.8 -0.375
N 0.657 -0.045 -0.585 2.8 2.1 -2.0 -0.532
I 2.611 0.005 0.157 -1.0 -0.1 0.0 0.092
H -0.267 -1.180 0.887 0.2 -1.3 2.1 0.285
H -0.927 -1.202 -0.732 -1.8 -1.6 -1.7 0.251
H -1.091 1.273 -0.641 0.3 0.4 -0.1 0.225
H -0.192 1.109 0.922 0.5 1.8 3.4 0.334
```
Forces are in eV/Å.

Values from the calculation:
- total charge = 0
- energy (hartree) = -430.96059
- HOMO energy (eV) = -8.91
- frontier orbital gap (eV) = 8.690
- energy relative to the best compared isomer or geometry (same formula, charge and spin) (kJ/mol) = 190.53
- SMILES = IN1CC1